A cluster of 9 separate species, C42H81NO14S6 in total. Source: the Open Molecules 2025 dataset; level of theory: wB97M-V/def2-TZVPD.

Geometry as XYZ:
```
144
Properties=species:S:1:pos:R:3
O -1.49 7.48 -4.78
N -1.29 6.95 -3.64
O -1.37 5.71 -3.43
C -1.14 7.74 -2.43
C -1.48 9.12 -2.52
C -1.28 9.95 -1.37
C -0.97 9.39 -0.17
C -0.68 8.00 -0.04
C -0.61 7.23 -1.20
H -1.77 9.65 -3.42
H -1.32 11.03 -1.36
H -1.00 9.89 0.79
H -0.32 7.61 0.90
H -0.21 6.23 -1.10
O -5.37 -5.15 3.14
S -6.10 -3.93 3.53
O -6.25 -3.47 4.90
C -5.52 -2.54 2.44
C -6.68 -2.22 1.46
C -7.75 -3.29 1.47
C -7.76 -3.96 2.81
H -4.72 -2.92 1.80
H -5.30 -1.75 3.16
H -7.07 -1.31 1.92
H -6.42 -1.89 0.45
H -7.63 -4.05 0.70
H -8.72 -3.07 1.01
H -8.13 -4.99 2.90
H -8.38 -3.54 3.61
O 0.62 -11.40 5.85
S 1.37 -10.40 5.12
O 2.59 -10.73 4.46
C 0.28 -9.47 3.96
C 0.67 -8.02 4.07
C 0.89 -7.71 5.51
C 1.58 -8.86 6.24
H -0.72 -9.71 4.33
H 0.46 -9.75 2.92
H 1.55 -7.71 3.50
H -0.13 -7.36 3.70
H 0.03 -7.43 6.12
H 1.45 -6.78 5.57
H 0.99 -9.18 7.10
H 2.66 -8.82 6.42
O -6.77 6.10 6.81
S -5.88 7.20 6.48
O -4.62 7.32 7.17
C -5.73 7.43 4.59
C -6.27 8.87 4.28
C -6.31 9.64 5.61
C -6.89 8.72 6.69
H -6.42 6.63 4.32
H -4.75 7.16 4.21
H -5.73 9.21 3.40
H -7.31 8.83 3.94
H -6.87 10.56 5.50
H -5.27 9.77 5.90
H -7.87 8.32 6.40
H -6.90 9.01 7.74
O 0.38 9.37 6.28
S 1.69 9.28 6.90
O 2.77 10.23 6.61
C 1.39 9.09 8.73
C 1.40 7.61 9.12
C 1.62 6.71 7.89
C 2.37 7.52 6.85
H 0.65 9.88 8.85
H 2.28 9.58 9.13
H 2.10 7.47 9.95
H 0.55 7.13 9.59
H 0.59 6.47 7.60
H 2.07 5.73 8.05
H 2.54 7.21 5.82
H 3.40 7.71 7.16
O 2.21 1.64 -11.89
S 2.99 2.36 -10.94
O 4.00 3.28 -11.52
C 1.92 3.12 -9.63
C 2.18 2.42 -8.27
C 2.87 1.01 -8.56
C 3.85 1.11 -9.75
H 0.89 2.99 -9.96
H 2.12 4.19 -9.69
H 2.64 2.92 -7.42
H 1.27 2.25 -7.70
H 2.10 0.31 -8.88
H 3.37 0.61 -7.67
H 4.14 0.37 -10.50
H 4.65 1.81 -9.48
O -3.76 -5.83 -2.89
S -2.70 -6.82 -3.22
O -1.25 -6.54 -3.13
C -3.04 -8.42 -2.36
C -3.91 -9.20 -3.37
C -3.29 -9.00 -4.80
C -2.94 -7.51 -4.99
H -3.18 -8.30 -1.29
H -2.14 -9.03 -2.29
H -3.87 -10.26 -3.09
H -4.96 -8.98 -3.21
H -4.05 -9.32 -5.51
H -2.40 -9.63 -4.88
H -3.69 -6.86 -5.43
H -1.97 -7.34 -5.47
C 10.34 -6.61 -7.03
C 9.66 -6.68 -5.62
C 8.45 -5.73 -5.40
C 8.77 -4.23 -5.16
C 7.44 -3.36 -5.14
C 7.45 -1.86 -4.73
H 10.72 -5.64 -7.36
H 9.49 -6.76 -7.68
H 10.94 -7.49 -7.25
H 9.31 -7.62 -5.20
H 10.43 -6.33 -4.93
H 7.79 -6.14 -4.64
H 7.78 -5.79 -6.26
H 9.31 -4.13 -4.22
H 9.39 -3.62 -5.81
H 6.76 -3.53 -5.98
H 6.86 -3.72 -4.30
H 6.65 -1.46 -4.11
H 8.31 -1.54 -4.13
H 7.32 -1.25 -5.62
C -0.93 1.85 3.32
C -0.17 0.60 2.87
C 0.39 0.53 1.48
C 0.90 -0.85 0.83
C 1.16 -0.70 -0.71
C -0.10 -0.20 -1.44
H -0.33 2.71 3.02
H -1.09 2.04 4.38
H -1.89 1.99 2.82
H 0.70 0.44 3.51
H -0.80 -0.25 3.09
H 1.21 1.24 1.42
H -0.36 0.90 0.77
H 1.81 -1.15 1.34
H 0.25 -1.71 0.95
H 1.96 -0.02 -0.98
H 1.43 -1.68 -1.11
H -1.09 -0.61 -1.29
H -0.15 0.88 -1.36
H 0.09 -0.20 -2.52
```

## Properties
E_LUMO: -1.031 eV
SMILES: O=[N+]([O-])c1ccccc1.O=S1(=O)CCCC1.O=S1(=O)CCCC1.O=S1(=O)CCCC1.O=S1(=O)CCCC1.O=S1(=O)CCCC1.O=S1(=O)CCCC1.CCCCCC.CCCCCC
total charge: 0

---

A cluster of 5 separate species, C42H83N7O12S in total. Source: the Open Molecules 2025 dataset; level of theory: wB97M-V/def2-TZVPD.

Geometry as XYZ:
```
145
Properties=species:S:1:pos:R:3
O -0.43 2.47 0.81
C -0.37 1.50 1.53
O 0.75 1.39 2.33
C -1.57 0.50 1.52
C -1.33 -0.83 0.70
C -0.56 -1.97 1.46
C -1.31 -2.91 2.51
C -2.32 -2.18 3.49
C -2.82 -3.06 4.71
C -2.25 -2.57 6.10
S -1.40 -3.94 7.02
C 0.31 -3.37 7.17
N 0.88 -2.26 6.68
N 2.20 -2.26 7.02
C 2.40 -3.39 7.71
O 1.24 -4.13 7.85
C 0.95 -1.67 1.90
C 1.81 -2.88 1.32
C 2.87 -3.38 2.34
C 2.51 -3.96 3.65
C 3.69 -4.33 4.44
C 5.06 -4.16 4.02
N 5.36 -3.66 2.79
C 4.29 -3.32 2.05
C 0.71 -3.85 0.79
O -0.30 -2.91 0.36
H 0.56 0.79 3.07
H -1.89 0.34 2.58
H -2.41 1.04 1.02
H -0.74 -0.53 -0.21
H -2.30 -1.23 0.29
H -1.90 -3.67 1.93
H -0.54 -3.41 3.15
H -1.76 -1.31 3.94
H -3.20 -1.74 2.91
H -2.48 -4.12 4.53
H -3.94 -3.03 4.76
H -1.54 -1.71 5.99
H -3.08 -2.22 6.77
H 3.39 -3.65 8.11
H 1.32 -0.80 1.30
H 1.06 -1.46 2.99
H 2.44 -2.49 0.48
H 1.46 -4.11 3.99
H 3.51 -4.75 5.46
H 5.89 -4.44 4.71
H 4.53 -2.90 1.03
H 0.96 -4.34 -0.20
H 0.39 -4.71 1.44
C 9.84 0.78 -0.75
O 9.17 1.72 0.07
C 8.57 2.78 -0.67
C 7.05 2.71 -0.56
N 6.53 1.56 -1.29
C 5.11 1.30 -1.04
C 4.72 0.86 0.37
O 5.21 -0.42 0.74
C 6.52 -0.41 1.30
H 10.35 0.06 -0.11
H 9.13 0.23 -1.38
H 10.59 1.27 -1.39
H 8.89 2.78 -1.72
H 8.91 3.71 -0.21
H 6.62 3.63 -0.96
H 6.80 2.65 0.51
H 7.05 0.74 -1.03
H 4.81 0.51 -1.73
H 4.53 2.19 -1.31
H 3.63 0.77 0.39
H 4.97 1.61 1.14
H 6.73 0.50 1.86
H 7.27 -0.56 0.52
H 6.59 -1.26 1.98
C -8.97 -3.86 0.26
O -8.47 -3.03 -0.78
C -9.12 -1.76 -0.84
C -8.13 -0.65 -0.49
N -7.78 -0.69 0.93
C -6.68 0.20 1.28
C -5.30 -0.14 0.70
O -4.75 -1.35 1.20
C -5.13 -2.51 0.48
H -8.50 -4.84 0.17
H -8.72 -3.44 1.24
H -10.05 -3.98 0.17
H -10.01 -1.72 -0.21
H -9.44 -1.62 -1.88
H -8.58 0.32 -0.73
H -7.24 -0.78 -1.12
H -7.53 -1.64 1.18
H -6.60 0.17 2.37
H -6.94 1.22 1.01
H -4.61 0.65 1.03
H -5.28 -0.12 -0.39
H -5.30 -2.31 -0.58
H -6.02 -2.96 0.93
H -4.32 -3.24 0.56
C -14.13 3.29 -3.91
O -13.39 3.96 -2.90
C -14.15 4.23 -1.73
C -13.63 3.42 -0.55
N -13.92 2.00 -0.72
C -13.25 1.14 0.26
C -11.72 1.06 0.18
O -11.23 0.44 -0.99
C -11.06 1.31 -2.10
H -13.50 3.22 -4.80
H -14.40 2.28 -3.59
H -15.03 3.86 -4.17
H -15.22 4.06 -1.89
H -14.02 5.30 -1.51
H -14.10 3.78 0.37
H -12.55 3.60 -0.48
H -13.64 1.71 -1.65
H -13.64 0.13 0.11
H -13.55 1.45 1.26
H -11.39 0.43 1.01
H -11.24 2.03 0.34
H -10.79 2.32 -1.79
H -11.95 1.33 -2.72
H -10.24 0.91 -2.71
C 11.30 4.13 -3.05
O 10.93 2.92 -3.69
C 10.19 3.13 -4.90
C 11.00 2.65 -6.10
N 12.14 3.53 -6.35
C 13.08 3.01 -7.33
C 13.86 1.74 -6.96
O 14.77 1.91 -5.90
C 14.22 1.73 -4.60
H 11.76 3.87 -2.10
H 12.03 4.68 -3.65
H 10.43 4.75 -2.86
H 9.88 4.17 -5.02
H 9.29 2.52 -4.83
H 10.36 2.64 -6.99
H 11.33 1.63 -5.90
H 12.64 3.67 -5.47
H 13.82 3.80 -7.52
H 12.55 2.84 -8.28
H 14.46 1.46 -7.83
H 13.20 0.88 -6.78
H 13.41 1.00 -4.59
H 13.88 2.68 -4.20
H 15.02 1.37 -3.95
```

## Properties
E_LUMO: 0.477 eV
SMILES: O=C(O)CC[C@]1(CCCCSc2nnco2)C[C@@H](c2cccnc2)CO1.COCCNCCOC.COCCNCCOC.COCCNCCOC.COCCNCCOC
total charge: 0